1.
Computed, not measured: C14H15ClN2O in the gas phase in a non-equilibrium geometry, with wB97M-V/def2-TZVPD.

Last column: Mulliken charge in e.
Geometry (Å):
1 Cl -1.135 -4.369 -5.756  -0.185
2 C -1.178 -3.217 -4.602  0.485
3 C -2.189 -2.426 -4.475  -0.744
4 C -2.311 -1.394 -3.369  -0.351
5 C -1.309 -1.131 -2.535  0.162
6 C -1.288 -0.346 -1.367  0.721
7 N -0.142 -0.243 -0.351  -0.395
8 C -0.685 0.911 0.379  -0.224
9 C -0.087 1.496 1.455  0.379
10 C 0.047 0.259 2.687  -0.877
11 C 0.703 0.868 3.748  -1.500
12 C 2.129 1.442 3.389  -0.477
13 C 2.061 2.484 2.172  -0.933
14 C 1.203 1.914 1.179  -0.825
15 N -2.125 1.383 -0.158  -0.543
16 O -2.236 0.387 -1.141  -0.099
17 C -0.194 -2.106 -2.493  -0.340
18 C -0.229 -3.062 -3.431  -0.322
19 H -3.044 -2.441 -5.044  0.440
20 H -3.094 -0.633 -3.235  0.359
21 H -0.652 2.148 1.925  0.550
22 H 0.628 -0.522 2.214  0.440
23 H -0.916 -0.174 2.893  0.424
24 H 0.890 0.130 4.456  0.424
25 H 0.417 1.533 4.213  0.972
26 H 2.986 1.941 4.052  0.310
27 H 2.833 0.621 2.804  0.250
28 H 2.996 2.876 2.004  0.508
29 H 1.369 3.248 2.899  0.236
30 H 1.842 1.314 0.576  0.417
31 H 1.068 2.710 0.552  0.373
32 H 0.781 -1.977 -1.871  0.265
33 H 0.860 -3.625 -3.769  0.100

Properties
Net charge = 0
E_tot = -1187.02676 Ha
Orbital gap = 8.42 eV
HOMO level = -8.69 eV
Structure (SMILES) = Clc1ccc(-c2nc(C3CCCCC3)no2)cc1
Energy relative to the best compared isomer or geometry (same formula, charge and spin) = 262.9 kcal per mole

2.
Computed, not measured: a molecular structure, C18H11Br2MnN5OS5, with wB97M-V/def2-TZVPD.

Last column: Mulliken charge in e.
Geometry (Å):
1 Mn -0.212 0.639 0.051  0.407
2 Br -4.408 -4.581 1.088  -0.139
3 C -3.167 -3.222 0.754  -0.008
4 C -2.870 -2.855 -0.541  -0.816
5 C -1.953 -1.834 -0.725  -0.265
6 N -1.353 -1.226 0.295  0.234
7 C -1.637 -1.590 1.539  0.612
8 C -2.551 -2.582 1.824  -0.584
9 C -0.885 -0.843 2.625  0.776
10 C -0.867 -1.278 3.932  -0.699
11 C -0.132 -0.540 4.855  -0.005
12 Br -0.089 -1.089 6.643  -0.137
13 C 0.562 0.581 4.455  -0.691
14 C 0.491 0.938 3.117  -0.239
15 N -0.221 0.244 2.235  -0.097
16 H -3.340 -3.333 -1.389  0.429
17 H -1.692 -1.481 -1.715  0.438
18 H -2.804 -2.851 2.838  0.408
19 H -1.387 -2.171 4.243  0.419
20 H 1.143 1.169 5.151  0.451
21 H 1.003 1.809 2.726  0.529
22 N 2.554 -0.317 -3.150  -0.403
23 C 2.007 0.337 -2.107  1.117
24 O 1.161 -0.264 -1.388  -0.771
25 C 2.420 1.691 -1.864  -0.001
26 C 3.314 2.381 -2.717  -0.122
27 N 4.013 2.921 -3.460  -0.496
28 C 1.800 2.210 -0.729  0.460
29 N 1.119 2.295 0.209  -0.618
30 H 2.239 -1.250 -3.346  0.242
31 H 3.214 0.129 -3.763  0.194
32 C -0.425 4.224 -3.628  -0.453
33 S -2.195 4.474 -3.350  -0.094
34 C -2.218 4.395 -1.598  -0.186
35 C -2.049 3.287 -0.853  0.238
36 S -1.845 1.647 -1.415  -0.324
37 S -2.067 3.568 0.865  -0.020
38 C -2.361 5.266 0.878  0.015
39 S -2.457 6.163 2.253  -0.264
40 S -2.432 5.894 -0.718  -0.102
41 H -0.271 4.222 -4.707  0.347
42 H -0.117 3.261 -3.221  -0.067
43 H 0.158 5.029 -3.186  0.285

Properties
Net charge = 0
E_tot = -9331.62088 Ha
Orbital gap (alpha / beta) = 5.86 / 5.82 eV
HOMO level (alpha / beta) = -7.20 / -7.26 eV
2S+1 = 6
Energy relative to the best compared isomer or geometry (same formula, charge and spin) = 0.0 kcal per mole

3.
Computed, not measured: C5H8O in the gas phase in a non-equilibrium geometry, with wB97M-V/def2-TZVPD.

Last column: Mulliken charge in e.
Geometry (Å):
1 C -1.259 1.282 1.555  -0.565
2 C -0.199 1.409 0.732  -0.546
3 C -0.044 0.647 -0.587  0.822
4 O 0.485 1.188 -1.537  -0.545
5 C 0.130 -0.776 -0.232  -0.314
6 C 0.927 -1.619 -1.189  -1.218
7 H -1.571 2.089 2.201  0.292
8 H -1.728 0.319 1.700  0.213
9 H 0.229 2.406 0.652  0.317
10 H -0.803 -1.214 0.120  0.304
11 H 0.476 -0.238 0.924  0.289
12 H 1.099 -2.615 -0.782  0.361
13 H 0.385 -1.745 -2.129  0.296
14 H 1.872 -1.134 -1.430  0.296

Properties
Net charge = 0
E_tot = -270.44565 Ha
Orbital gap = 10.26 eV
HOMO level = -9.68 eV
Structure (SMILES) = C=CC(=O)CC
Energy relative to the best compared isomer or geometry (same formula, charge and spin) = 70.4 kcal per mole

4.
Computed, not measured: a molecular structure, C32H35AsCsN7O4S4Sb, with wB97M-V/def2-TZVPD.

Last column: Mulliken charge in e.
Geometry (Å):
1 Cs 0.060 1.502 0.332  1.576
2 O -7.063 -0.536 1.815  -0.535
3 C -6.767 0.516 2.627  0.652
4 O -7.679 1.064 3.203  -0.653
5 C -5.354 0.916 2.718  0.573
6 C -4.293 0.187 2.153  -0.619
7 C -2.997 0.620 2.267  -0.137
8 C -2.664 1.817 2.949  0.397
9 C -3.743 2.545 3.517  -0.655
10 C -5.039 2.096 3.401  -0.927
11 N -1.356 2.176 2.970  -0.081
12 C -0.897 3.085 3.821  -0.600
13 C 0.447 3.541 3.788  0.525
14 C 0.920 4.442 4.780  -0.977
15 C 2.222 4.865 4.758  -0.153
16 C 3.078 4.402 3.748  -0.899
17 C 2.542 3.531 2.809  -0.252
18 N 1.286 3.105 2.804  -0.045
19 H -6.262 -0.835 1.367  0.330
20 H -4.440 -0.750 1.622  0.143
21 H -2.200 0.019 1.844  0.420
22 H -3.551 3.485 4.017  0.272
23 H -5.856 2.666 3.828  0.407
24 H -1.518 3.480 4.629  0.153
25 H 0.237 4.780 5.551  0.290
26 H 2.586 5.552 5.515  0.381
27 H 4.113 4.708 3.688  0.368
28 H 3.164 3.150 2.003  0.519
29 S -0.828 -4.738 -2.425  -0.436
30 Sb -0.818 -2.517 -1.309  0.748
31 S -2.815 -2.393 -0.195  -0.791
32 S 0.221 -4.647 -0.591  -0.430
33 O 3.661 1.272 -0.144  -0.702
34 S 2.996 0.219 -0.961  0.696
35 C 3.707 0.246 -2.603  -0.063
36 C 5.070 0.451 -2.769  -0.368
37 C 5.587 0.485 -4.051  -0.630
38 C 4.744 0.314 -5.147  -0.474
39 C 3.384 0.119 -4.970  -0.731
40 C 2.857 0.091 -3.683  -0.373
41 C 3.739 -1.331 -0.432  0.292
42 C 4.694 -1.285 0.571  -0.257
43 C 5.259 -2.473 1.020  -0.564
44 C 4.857 -3.684 0.472  -0.474
45 C 3.882 -3.716 -0.518  -0.575
46 C 3.315 -2.536 -0.973  -0.519
47 H 5.698 0.597 -1.899  0.405
48 H 6.647 0.649 -4.202  0.363
49 H 5.154 0.350 -6.150  0.364
50 H 2.717 0.024 -5.816  0.474
51 H 1.790 -0.028 -3.528  0.740
52 H 4.964 -0.322 0.987  0.440
53 H 6.005 -2.450 1.805  0.360
54 H 5.292 -4.610 0.830  0.357
55 H 3.528 -4.656 -0.919  0.399
56 H 2.537 -2.563 -1.727  0.390
57 C -0.555 -4.153 2.933  -1.089
58 N -0.522 -2.861 2.290  0.211
59 C 0.616 -2.241 1.913  0.039
60 N 1.798 -2.756 2.397  -0.417
61 O 0.602 -1.240 1.190  -0.283
62 H -1.596 -4.425 3.093  0.337
63 H -0.060 -4.117 3.906  0.341
64 H -0.102 -4.938 2.315  0.320
65 H -1.325 -2.611 1.711  -0.056
66 H 1.834 -3.747 2.571  0.307
67 H 2.608 -2.388 1.920  0.124
68 C -3.229 -0.640 -3.749  -1.141
69 As -2.433 0.687 -2.545  0.279
70 C -4.060 1.096 -1.532  -0.982
71 C -2.493 2.203 -3.787  -1.219
72 H -4.132 -0.237 -4.213  0.359
73 H -3.480 -1.532 -3.175  0.326
74 H -2.509 -0.898 -4.526  0.340
75 H -4.891 1.314 -2.207  0.440
76 H -3.892 1.950 -0.875  0.398
77 H -4.295 0.229 -0.915  0.126
78 H -3.512 2.365 -4.146  0.419
79 H -1.841 1.993 -4.634  0.268
80 H -2.128 3.099 -3.286  0.322
81 N 0.523 1.284 -6.430  -0.743
82 C 0.791 2.091 -5.634  0.693
83 N 1.130 3.063 -4.821  -0.827
84 C 0.946 2.910 -3.535  0.567
85 N 0.870 2.841 -2.374  -0.573

Properties
Net charge = -2
E_tot = -6013.77236 Ha
Orbital gap (alpha / beta) = 4.53 / 6.65 eV
HOMO level (alpha / beta) = -0.95 / -3.07 eV
2S+1 = 2
Energy relative to the best compared isomer or geometry (same formula, charge and spin) = 0.7 kcal per mole

5.
Computed, not measured: 2 unconnected molecules or ions with the total composition C5H11NO, with wB97M-V/def2-TZVPD.

Last column: Mulliken charge in e.
Geometry (Å):
1 C -1.603 -0.531 -1.212  -1.204
2 C -1.205 0.343 -0.027  -0.451
3 C 0.239 0.852 -0.084  0.294
4 C 0.573 1.740 1.108  -1.464
5 N 1.176 -0.260 -0.110  -0.328
6 C 1.605 -1.060 -0.901  0.626
7 O 2.097 -1.891 -1.573  -0.488
8 H -1.430 -0.014 -2.164  0.319
9 H -1.036 -1.468 -1.228  0.278
10 H -2.665 -0.790 -1.164  0.366
11 H -1.858 1.225 0.023  0.312
12 H -1.342 -0.208 0.913  0.311
13 H 0.369 1.430 -1.010  0.343
14 H -0.075 2.623 1.117  0.386
15 H 0.427 1.190 2.045  0.336
16 H 1.614 2.073 1.066  0.376
17 H 1.460 -2.270 1.560  -0.248
18 H 1.655 -2.984 1.640  0.235

Properties
Net charge = 0
E_tot = -327.08337 Ha
Orbital gap = 11.15 eV
HOMO level = -10.24 eV
Structure (SMILES) = CC[C@@H](C)N=C=O.[H][H]
Energy relative to the best compared isomer or geometry (same formula, charge and spin) = 30.1 kcal per mole